(1)
The following is a quantum chemistry calculation of an isolated molecule of C5H8O, from the Open Molecules 2025 dataset.

Geometry as XYZ:
```
14
Properties=species:S:1:pos:R:3:forces:R:3
O 1.649406 -0.288910 -1.332541 0.043 -0.096 -0.062
C -1.346865 -0.218145 -0.474325 -0.108 0.093 -0.070
C 0.525729 1.072568 0.500800 0.024 0.129 0.059
C 1.126651 -0.265381 -0.031480 -0.001 0.041 0.220
C -0.211390 -0.957417 0.189445 -0.004 -0.349 0.097
C -0.767348 0.316778 0.792510 -0.211 0.219 0.297
H -0.353899 -1.978226 0.529874 0.094 0.147 -0.045
H 1.897743 -0.645998 0.646240 -0.136 0.065 -0.124
H -1.224722 0.322266 -1.415775 0.079 -0.040 0.231
H 1.038308 1.451142 1.388214 -0.043 -0.088 -0.107
H -1.333167 0.381006 1.711054 -0.089 0.093 -0.093
H -2.323580 -0.688835 -0.377289 0.274 -0.017 -0.028
H 0.870562 -0.386278 -1.884583 0.073 0.027 -0.469
H 0.444883 1.886044 -0.231974 0.007 -0.223 0.097
```
Positions in Å, forces in eV/Å.

- HOMO-LUMO gap: 10.95 eV
- Total charge: 0
- SMILES: O[C@H]1C[C@H]2C[C@H]21
- Relative energy (zero: lowest compared OMol25 entry of this formula, charge and spin): 43.4 kcal/mol
- Electronic energy: -270.48874 hartree



(2)
The following is a quantum chemistry calculation of an isolated molecule of C5H8O, from the Open Molecules 2025 dataset.

Geometry as XYZ:
```
14
Properties=species:S:1:pos:R:3:forces:R:3
O -0.656885 -1.428796 -0.803237 0.280 -0.239 0.000
C -0.758490 0.555722 0.672375 -0.057 0.000 0.056
C 0.647345 -1.552902 -0.848505 -0.271 0.213 0.097
C -1.296596 -0.143597 -0.571324 -0.058 0.236 -0.085
C 1.330123 -0.249805 -0.491589 0.078 -0.099 -0.127
C 0.736788 0.255669 0.829819 0.115 -0.174 0.290
H 0.863591 -0.545485 1.570117 0.016 0.147 -0.109
H -1.310719 0.222390 1.555947 0.078 0.025 -0.106
H 1.292266 1.112129 1.216100 -0.083 -0.002 -0.102
H 2.407493 -0.419068 -0.428659 -0.171 0.016 0.048
H -1.119769 0.446856 -1.474138 -0.054 0.032 0.121
H 1.172280 0.475928 -1.303719 -0.057 0.006 0.033
H -0.945168 1.631928 0.574513 0.051 -0.165 -0.063
H -2.362261 -0.360966 -0.497706 0.133 0.003 -0.055
```
Positions in Å, forces in eV/Å.

- HOMO-LUMO gap: 8.98 eV
- Total charge: 0
- Relative energy (zero: lowest compared OMol25 entry of this formula, charge and spin): 66.8 kcal/mol
- Electronic energy: -270.45145 hartree



(3)
The following is a quantum chemistry calculation of a cluster of 2 separate species, C5H8O in total in a non-equilibrium geometry, from the Open Molecules 2025 dataset.

Geometry as XYZ:
```
14
Properties=species:S:1:pos:R:3:forces:R:3
O 0.098962 2.124207 2.414502 -0.961 -0.757 -0.464
C -0.741317 0.751850 -1.494955 -0.026 0.142 -0.082
C 0.844487 -0.654353 -0.082797 0.068 -0.102 0.151
C 1.055171 -1.110189 1.147932 -0.021 0.021 -0.122
C -0.728549 1.459059 2.011825 0.924 0.815 0.487
C -0.499463 -0.578112 -0.752184 -0.067 -0.039 0.021
H -0.809942 0.609676 -2.577782 0.041 0.003 0.150
H -0.583349 -1.409348 -1.462773 0.025 0.083 0.073
H 0.231116 -1.460219 1.764877 0.055 0.043 -0.055
H 0.068043 1.467371 -1.315047 -0.087 -0.101 0.012
H -1.275515 -0.742767 0.002060 0.088 0.006 -0.078
H 2.047488 -1.157992 1.585993 -0.096 0.026 -0.102
H -1.669650 1.234680 -1.175860 0.116 -0.104 -0.012
H 1.695141 -0.309487 -0.670065 -0.058 -0.036 0.020
```
Positions in Å, forces in eV/Å.

- HOMO-LUMO gap: 10.85 eV
- Total charge: 0
- Relative energy (zero: lowest compared OMol25 entry of this formula, charge and spin): 27.0 kcal/mol
- Electronic energy: -270.51494 hartree



(4)
The following is a quantum chemistry calculation of a structure of composition C5H8O, from the Open Molecules 2025 dataset.

Geometry as XYZ:
```
14
Properties=species:S:1:pos:R:3:forces:R:3
O -1.459500 -0.955586 0.175314 -0.100 -0.019 -0.160
C 0.997348 -0.967526 0.111420 -0.044 -0.031 -0.084
C -0.329416 -0.742875 -0.683087 0.323 -0.554 0.195
C -1.449836 0.440059 0.541036 -0.076 0.336 0.159
C 1.175929 0.574261 0.126416 0.083 0.154 0.039
C -0.263678 0.751718 -0.386010 -0.038 0.265 -0.290
H 1.870182 0.855219 -0.672797 -0.074 0.154 0.221
H 0.780394 -1.382476 1.102812 -0.091 0.027 -0.290
H -2.393134 0.894677 0.218221 0.169 0.126 0.177
H -0.446764 1.495959 -1.160776 0.024 0.019 0.148
H 1.462178 1.076945 1.055279 0.016 -0.143 -0.096
H -0.456464 -1.096789 -1.706397 0.063 -0.397 0.170
H 1.803380 -1.559483 -0.335283 -0.180 0.203 -0.049
H -1.290620 0.615896 1.613848 -0.075 -0.139 -0.139
```
Positions in Å, forces in eV/Å.

- HOMO-LUMO gap: 10.57 eV
- Total charge: 0
- Relative energy (zero: lowest compared OMol25 entry of this formula, charge and spin): 50.5 kcal/mol
- Electronic energy: -270.47740 hartree



(5)
The following is a quantum chemistry calculation of a structure of composition C5H8O in a non-equilibrium geometry, from the Open Molecules 2025 dataset.

Geometry as XYZ:
```
14
Properties=species:S:1:pos:R:3:forces:R:3
O -1.385308 -0.813821 0.418351 -0.068 -0.162 0.091
C -0.283181 0.786907 -0.451035 -0.041 -0.052 -0.064
C -0.291465 -0.737710 -0.501429 0.043 -0.118 -0.305
C 1.059004 -1.043996 0.150234 -0.088 -0.007 -0.421
C -1.493365 0.628402 0.476866 -0.113 0.321 0.117
C 1.067409 1.001455 0.230246 0.189 -0.962 -0.232
H 1.344220 0.073893 0.935173 -0.050 0.570 0.504
H 1.846636 1.142200 -0.525758 0.053 -0.073 0.242
H -0.476742 -1.300042 -1.422855 -0.076 0.010 0.079
H 0.987940 -1.744793 1.001911 0.081 0.629 -0.126
H 1.866574 -1.349989 -0.513071 -0.148 0.121 -0.022
H -0.431060 1.368532 -1.365457 0.081 -0.083 0.235
H -1.357419 1.014450 1.494504 -0.014 -0.078 -0.151
H -2.453248 0.974517 0.072319 0.150 -0.115 0.051
```
Positions in Å, forces in eV/Å.

- HOMO-LUMO gap: 8.78 eV
- Total charge: 0
- Relative energy (zero: lowest compared OMol25 entry of this formula, charge and spin): 127.0 kcal/mol
- Electronic energy: -270.35550 hartree



(6)
The following is a quantum chemistry calculation of an isolated molecule of C5H8O, from the Open Molecules 2025 dataset.

Geometry as XYZ:
```
14
Properties=species:S:1:pos:R:3:forces:R:3
O 0.237825 -0.452806 1.156255 -0.133 -0.040 -0.046
C -2.084121 0.129319 0.619301 -0.034 -0.029 0.033
C 1.345572 0.006721 -0.923539 0.140 0.062 -0.031
C -0.641887 0.086122 0.253499 -0.156 0.070 -0.345
C -0.096734 0.410002 -0.914229 -0.099 -0.008 0.039
C 1.549559 -0.403139 0.549317 0.213 0.027 -0.029
H 1.979670 0.850866 -1.205159 0.191 -0.216 0.000
H 2.020400 -1.383434 0.677184 -0.147 0.179 -0.041
H 2.150651 0.340225 1.085006 -0.153 -0.089 0.005
H -2.320000 0.820869 1.434305 0.168 -0.112 -0.055
H -0.608869 0.863894 -1.750328 -0.059 -0.133 0.091
H -2.644623 0.427389 -0.271383 0.017 -0.021 0.219
H 1.522577 -0.822803 -1.622782 0.068 0.192 0.125
H -2.410023 -0.873230 0.912548 -0.015 0.118 0.034
```
Positions in Å, forces in eV/Å.

- HOMO-LUMO gap: 9.31 eV
- Total charge: 0
- SMILES: CC1=CCCO1
- Relative energy (zero: lowest compared OMol25 entry of this formula, charge and spin): 18.7 kcal/mol
- Electronic energy: -270.52810 hartree



(7)
The following is a quantum chemistry calculation of a structure of composition C5H8O in a non-equilibrium geometry, from the Open Molecules 2025 dataset.

Geometry as XYZ:
```
14
Properties=species:S:1:pos:R:3:forces:R:3
O 1.288517 1.141515 0.421523 1.584 -1.944 0.846
C -1.537196 -0.629815 0.225880 -1.394 -3.151 -0.895
C -0.010141 1.614085 0.176969 -0.611 0.942 -0.985
C 1.944810 -1.198843 -0.147754 -0.789 0.058 -0.028
C 1.168937 -0.166630 -0.047275 -5.238 3.203 -1.258
C -0.648342 0.314657 -0.433607 4.505 0.332 -0.616
H 2.911782 -1.113372 0.200948 2.059 -0.096 0.706
H -0.461766 2.145545 1.071097 0.410 -0.857 -0.911
H -2.524707 -0.758803 -0.273825 0.642 0.224 -0.134
H -0.943187 0.494403 -1.499249 0.772 -0.396 0.816
H 0.208588 2.342492 -0.645746 -1.152 -0.119 0.638
H -1.839330 -0.340369 1.176628 -0.039 0.402 2.145
H 1.559782 -2.128739 -0.482610 -0.200 -0.548 -0.416
H -1.117753 -1.716126 0.257022 -0.549 1.950 0.094
```
Positions in Å, forces in eV/Å.

- HOMO-LUMO gap: 10.02 eV
- Total charge: 0
- Relative energy (zero: lowest compared OMol25 entry of this formula, charge and spin): 83.8 kcal/mol
- Electronic energy: -270.42436 hartree



(8)
The following is a quantum chemistry calculation of a cluster of 2 separate species, C5H8O in total in a non-equilibrium geometry, from the Open Molecules 2025 dataset.

Geometry as XYZ:
```
14
Properties=species:S:1:pos:R:3:forces:R:3
O 2.046573 -1.381854 0.753859 -0.666 0.753 -0.690
C -1.463091 -1.112243 -0.659536 0.011 -0.057 0.056
C -0.382162 0.981856 0.531643 -0.259 -0.115 0.007
C -0.786231 0.239354 -0.648399 -0.083 0.001 -0.063
C 1.452730 -0.585280 0.164311 0.359 -0.621 0.535
C 0.768581 0.408261 -0.442272 0.304 -0.081 -0.105
H -1.097565 -1.751877 0.152545 -0.030 0.091 -0.118
H -0.440589 0.332537 1.424176 0.017 0.095 -0.130
H -2.532747 -0.945689 -0.487496 0.148 -0.074 -0.043
H 2.065723 1.678791 1.812258 0.057 0.097 0.105
H -1.015075 0.846038 -1.529749 0.013 -0.094 0.124
H 1.365550 1.086475 -1.048993 -0.067 -0.131 0.094
H 1.368544 1.844070 1.589644 0.194 0.062 0.102
H -1.350238 -1.640439 -1.611989 0.003 0.074 0.124
```
Positions in Å, forces in eV/Å.

- HOMO-LUMO gap: 7.91 eV
- Total charge: 0
- Relative energy (zero: lowest compared OMol25 entry of this formula, charge and spin): 120.4 kcal/mol
- Electronic energy: -270.36610 hartree



(9)
The following is a quantum chemistry calculation of an isolated molecule of C5H8O, from the Open Molecules 2025 dataset.

Geometry as XYZ:
```
14
Properties=species:S:1:pos:R:3:forces:R:3
O 2.837448 0.095190 1.289165 0.019 0.289 0.126
C 1.373593 0.238739 -0.678332 -0.653 -0.121 -0.031
C -1.106388 -0.255219 -0.653665 -0.111 -0.163 0.052
C -2.154451 0.738802 -0.155241 -0.086 0.063 0.007
C 2.098852 -0.586112 0.316159 -0.049 -0.392 -0.081
C 0.208461 0.287230 -1.008992 0.542 -0.141 0.293
H 1.235488 -1.145023 0.766608 0.651 0.093 0.048
H -3.150660 0.291996 -0.202974 0.096 0.078 0.066
H -1.954621 1.019978 0.883257 -0.014 0.016 -0.180
H -2.157897 1.652798 -0.755130 -0.034 -0.163 0.026
H 2.288441 0.827091 1.598119 0.176 -0.087 0.031
H 2.755147 -1.324958 -0.145379 0.060 0.160 0.018
H -1.492811 -0.915277 -1.434067 -0.048 0.229 -0.044
H -0.780602 -0.925232 0.180470 -0.549 0.140 -0.330
```
Positions in Å, forces in eV/Å.

- HOMO-LUMO gap: 10.11 eV
- Total charge: 0
- SMILES: CCC#CCO
- Relative energy (zero: lowest compared OMol25 entry of this formula, charge and spin): 81.2 kcal/mol
- Electronic energy: -270.42845 hartree



(10)
The following is a quantum chemistry calculation of an isolated molecule of C5H8O2, from the Open Molecules 2025 dataset.

Geometry as XYZ:
```
15
Properties=species:S:1:pos:R:3:forces:R:3
O 1.532022 1.756619 -0.018525 -0.436 -0.352 -0.169
O 0.592324 -1.209946 -1.148788 0.186 0.044 -0.137
C 0.740603 -1.011430 1.293445 0.022 -0.019 0.028
C 0.576293 1.072090 -0.270484 0.407 0.349 0.052
C 0.261461 -0.418719 -0.014911 -0.082 -0.005 0.291
C -1.227020 -0.027645 -0.160720 -0.202 -0.146 0.045
C -0.831968 1.336875 -0.785166 -0.049 0.147 -0.009
H 1.457253 -0.949815 -1.482822 0.096 -0.090 0.109
H -0.847299 1.321156 -1.880278 -0.044 0.010 0.163
H 0.333883 -0.443444 2.137369 0.060 -0.084 -0.118
H -1.723900 0.076078 0.807736 0.048 0.015 -0.157
H 0.410174 -2.051564 1.376941 0.028 0.135 -0.028
H -1.324447 2.240378 -0.419520 0.098 -0.079 -0.077
H -1.781906 -0.710223 -0.804639 0.004 0.088 0.108
H 1.832528 -0.980412 1.370363 -0.136 -0.013 -0.101
```
Positions in Å, forces in eV/Å.

- HOMO-LUMO gap: 10.32 eV
- Total charge: 0
- SMILES: C[C@@]1(O)CCC1=O
- Relative energy (zero: lowest compared OMol25 entry of this formula, charge and spin): 24.6 kcal/mol
- Electronic energy: -345.76582 hartree



(11)
The following is a quantum chemistry calculation of a cluster of 2 separate species, C5H8O2 in total, from the Open Molecules 2025 dataset.

Geometry as XYZ:
```
15
Properties=species:S:1:pos:R:3:forces:R:3
O 1.400347 -0.278079 0.180619 0.160 0.161 -0.050
O -1.873868 1.043724 0.021799 0.797 -0.194 0.168
C -0.944066 -0.788782 -2.129334 0.030 -0.195 0.026
C 0.452271 0.552668 0.748924 -0.334 0.178 0.085
C -0.596286 -1.812212 -1.356112 -0.054 0.110 -0.120
C 0.768878 1.224852 2.053157 0.043 0.063 0.118
C -0.759567 0.758182 0.257368 -0.525 0.208 0.030
H -1.975118 -0.453403 -2.203513 0.148 -0.102 -0.035
H 0.440274 -2.111370 -1.241317 -0.171 0.010 -0.062
H 1.070106 0.478277 2.796016 -0.030 0.093 -0.066
H -1.332000 -2.359270 -0.771058 0.057 0.059 -0.137
H 1.583844 1.951825 1.938106 -0.080 -0.097 0.036
H -0.105112 1.761828 2.434029 0.145 -0.060 -0.022
H -0.206430 -0.219075 -2.690721 -0.076 -0.131 0.053
H 2.182128 0.258921 -0.008754 -0.109 -0.103 -0.025
```
Positions in Å, forces in eV/Å.

- HOMO-LUMO gap: 8.99 eV
- Total charge: 0
- SMILES: CC(O)=C=O.C=C
- Relative energy (zero: lowest compared OMol25 entry of this formula, charge and spin): 65.3 kcal/mol
- Electronic energy: -345.70087 hartree



(12)
The following is a quantum chemistry calculation of an isolated molecule of C5H8O2, from the Open Molecules 2025 dataset.

Geometry as XYZ:
```
15
Properties=species:S:1:pos:R:3:forces:R:3
O -2.240608 -1.326852 0.197682 -0.170 -0.179 -0.120
O -1.120508 1.844469 -1.024597 0.404 -0.296 0.288
C -0.277057 -0.010718 0.458687 -0.087 -0.080 0.079
C -0.273602 1.255717 -0.410451 -0.314 0.215 -0.284
C -0.875538 -1.269429 -0.155539 0.433 0.066 -0.078
C 1.271661 0.099663 0.519954 0.121 -0.138 0.078
C 1.240872 1.431183 -0.271394 0.034 0.131 -0.050
H 1.514640 2.322548 0.300618 -0.045 -0.097 -0.057
H 1.786255 -0.710323 -0.006796 -0.102 0.123 0.054
H -2.656137 -2.031769 -0.312198 -0.012 0.129 0.094
H -0.765782 0.164861 1.423835 0.065 -0.006 -0.097
H -0.745127 -1.243818 -1.250171 -0.042 -0.023 0.174
H 1.683705 0.174449 1.528750 -0.071 -0.039 -0.155
H -0.324175 -2.147298 0.223485 -0.131 0.173 -0.021
H 1.781400 1.447317 -1.221865 -0.084 0.020 0.095
```
Positions in Å, forces in eV/Å.

- HOMO-LUMO gap: 10.25 eV
- Total charge: 0
- SMILES: O=C1CC[C@@H]1CO
- Relative energy (zero: lowest compared OMol25 entry of this formula, charge and spin): 29.2 kcal/mol
- Electronic energy: -345.75840 hartree



| no. | HOMO energy (eV) |
| --- | --- |
| 1 | -9.89 |
| 2 | -8.03 |
| 3 | -9.65 |
| 4 | -9.43 |
| 5 | -8.03 |
| 6 | -8.17 |
| 7 | -8.98 |
| 8 | -7.60 |
| 9 | -9.44 |
| 10 | -9.47 |
| 11 | -8.31 |
| 12 | -9.36 |